DFT (ωB97M-V/def2-TZVPD) results for a molecular structure, C57H50F6IN2O5P2RbS2 at a distorted geometry.

## Properties
* molecular weight: 1295.48 g/mol
* HOMO energy: -0.690 eV
* net charge: -2
* energy above the lowest of the compared OMol25 structures with the same formula, charge and spin: 20.1 kcal/mol
* frontier orbital gap: 4.3 eV
* LUMO level: 0.1326 Ha
* E: -138448.1056 eV

Each line ends with the Löwdin charge.
CARTESIAN COORDINATES (ANGSTROEM)
C1 -0.608 2.969 3.492  -0.13
C2 0.226 -1.676 3.192  -0.12
C3 -4.272 3.369 1.390  -0.09
C4 -3.681 2.315 -4.097  -0.08
H1 -4.941 2.161 -2.362  0.12
H2 2.555 2.029 5.466  0.06
C5 3.440 3.284 -3.744  -0.09
P1 -0.258 2.940 -1.011  1.15
C6 2.215 -0.216 3.597  -0.38
C7 -3.244 2.505 -0.382  -0.36
C8 -0.308 1.471 5.350  -0.26
C9 -1.439 5.557 -1.166  -0.08
C10 2.644 3.091 5.249  -0.04
C11 -2.387 2.528 -4.545  -0.09
C12 -1.925 3.298 5.455  -0.11
H3 1.237 1.083 -2.425  0.05
C13 2.932 4.449 -3.188  -0.09
C14 -1.831 -2.625 -3.727  -0.64
C15 -0.008 5.089 0.701  -0.10
H4 -5.319 3.316 1.687  0.11
H5 -4.081 -5.551 -1.038  0.09
C16 -2.417 -3.102 -4.864  -0.20
C17 1.714 2.027 -2.658  -0.14
C18 2.796 2.918 1.444  -0.14
F1 3.045 -1.949 -2.485  0.10
H6 4.326 3.320 -4.365  0.10
C19 3.843 4.399 3.500  -0.06
H7 1.374 0.378 6.172  0.07
C20 -0.617 4.664 -0.481  -0.36
H8 -0.354 3.253 2.474  0.07
H9 4.285 -3.380 4.441  0.09
C21 -1.011 7.261 0.482  -0.10
H10 -4.283 1.417 4.345  0.08
C22 4.169 4.724 2.190  -0.09
C23 -3.936 2.310 -2.734  -0.02
H11 -2.285 7.524 -1.226  0.10
H12 -5.650 0.422 3.840  0.07
H13 0.623 4.398 1.258  0.07
H14 -0.198 -2.668 3.101  0.03
H15 -5.023 0.723 1.453  0.14
H16 -2.871 -0.548 1.509  0.07
O1 3.093 0.145 -0.605  -0.52
C24 -1.574 3.691 4.170  -0.12
S1 3.942 -2.754 -0.101  0.58
C25 5.572 0.639 -1.307  -0.67
H17 -3.834 4.298 1.761  0.12
C26 -1.358 2.726 -3.635  -0.10
C27 1.802 4.407 -2.379  -0.08
C28 3.701 -2.489 4.228  -0.13
H18 -4.372 -5.492 -3.452  0.10
C29 2.464 2.570 2.754  -0.31
H19 -4.486 2.144 -4.800  0.10
F2 5.425 1.966 -1.384  0.12
H20 1.957 -3.618 3.790  0.10
C30 -3.407 -0.297 2.423  -0.05
H21 -1.940 5.244 -2.073  0.11
F3 6.844 0.377 -1.003  0.13
H22 5.378 -1.123 4.513  0.07
H23 3.417 5.398 -3.381  0.09
H24 -2.058 4.537 3.695  0.10
C31 0.059 1.876 4.056  -0.29
C32 0.295 0.286 6.054  -0.04
C33 2.826 2.065 -3.479  -0.07
C34 4.326 -1.223 4.282  -0.14
C35 -1.591 2.691 -2.264  -0.30
H25 -4.005 -1.164 2.710  0.08
H26 1.412 5.323 -1.950  0.10
H27 -2.169 2.528 -5.605  0.10
H28 -2.166 -2.685 -5.830  0.07
H29 3.892 4.197 0.118  0.10
C36 -1.299 2.198 6.017  -0.07
C37 2.396 -2.628 3.865  -0.08
Rb1 0.945 -0.848 0.039  0.74
C38 -3.451 2.126 1.773  -0.27
C39 -3.356 -4.155 -4.762  -0.13
H30 -1.578 1.883 7.017  0.10
H31 4.059 0.845 3.889  0.09
C40 3.658 -2.988 -1.914  -0.67
H32 -2.685 3.835 6.010  0.09
C41 -2.749 -4.247 0.023  -0.11
C42 -5.012 1.257 3.545  -0.07
H33 -2.675 -0.118 3.214  0.08
H34 -1.163 8.268 0.851  0.09
C43 3.642 3.976 1.150  -0.09
N1 4.917 -1.516 0.003  -0.27
C44 -1.457 -2.563 -1.259  -0.16
C45 -2.901 2.486 -1.825  -0.15
H35 -2.979 -4.676 0.995  0.09
H36 -0.353 2.886 -4.003  0.10
C46 -2.098 -3.114 -2.416  -0.30
C47 1.182 3.192 -2.110  -0.38
H37 -0.433 -0.837 3.011  -0.01
O2 2.628 -2.513 0.436  -0.50
P2 1.298 1.137 2.870  1.10
H38 0.124 -0.627 5.478  0.06
H39 -5.642 2.147 3.481  0.06
C48 3.568 -0.123 3.941  -0.15
H40 4.255 4.984 4.316  0.10
H41 2.396 2.317 0.632  0.07
H42 -3.825 -4.542 -5.660  0.08
H43 -0.156 0.174 7.042  0.07
H44 -2.713 2.353 2.546  0.11
H45 0.295 6.687 2.092  0.10
C49 -1.819 -3.185 -0.076  -0.19
S2 4.419 -0.021 -0.036  0.59
F4 2.892 -4.065 -2.099  0.14
H46 4.840 5.551 1.988  0.09
O3 4.762 0.720 1.136  -0.24
C50 1.554 -1.504 3.536  -0.41
C51 -0.192 6.380 1.175  -0.08
C52 -3.048 -4.183 -2.358  -0.19
C53 -4.287 0.932 2.241  -0.38
F5 4.818 -3.183 -2.553  0.12
C54 2.994 3.337 3.806  -0.26
F6 5.322 0.127 -2.517  0.12
H47 1.687 3.556 5.499  0.08
H48 3.411 3.516 5.900  0.07
H49 -1.373 -2.852 0.863  0.05
C55 -1.637 6.844 -0.685  -0.09
O4 -4.224 3.404 -0.052  -0.01
C56 -3.362 -4.739 -1.095  -0.09
C57 -3.658 -4.678 -3.540  -0.07
H50 3.227 1.144 -3.881  0.11
N2 -2.740 1.795 0.526  0.20
I1 -0.434 -1.072 -3.954  0.94
O5 4.643 -3.956 0.230  -0.27

DFT (ωB97M-V/def2-TZVPD) results for a molecular structure, C57H50I3N2O2P2TeTi at a distorted geometry.

## Properties
* molecular weight: 1413.17 g/mol
* HOMO energy (spin up / spin down): -14.319 / -14.319 eV
* net charge: +3
* energy above the lowest of the compared OMol25 structures with the same formula, charge and spin: 93.1 kcal/mol
* frontier orbital gap (spin up / spin down): 4.4 / 4.4 eV
* LUMO level (spin up / spin down): -0.3638 / -0.3633 Ha
* E: -140259.9782 eV

Each line ends with the Löwdin charge.
CARTESIAN COORDINATES (ANGSTROEM)
C1 2.241 -2.895 4.189  -0.21
C2 2.574 1.707 0.596  -0.11
C3 -1.414 2.244 4.813  -0.06
C4 -1.838 -3.284 -3.651  0.00
C5 -2.279 4.908 -2.911  -0.02
H1 -1.116 0.421 -7.998  0.12
I1 -4.689 6.307 1.513  1.06
H2 5.153 -1.665 -0.425  0.10
H3 2.314 -0.881 7.542  0.12
H4 -4.735 -1.944 -4.767  0.13
H5 -5.360 3.655 0.226  0.09
H6 0.577 6.312 1.954  0.12
C6 3.084 -1.399 -0.977  -0.38
H7 -1.195 3.260 5.121  0.12
H8 0.531 1.937 3.971  0.10
H9 -1.885 6.556 1.879  0.07
H10 -1.551 -4.096 -0.827  0.01
C7 1.391 -1.750 4.379  -0.32
H11 2.008 0.129 -4.188  0.06
C8 -1.553 2.221 -3.036  -0.36
C9 -0.437 0.326 -7.160  -0.04
N1 -0.177 3.261 0.763  0.13
H12 -4.393 -2.420 2.016  0.03
H13 4.747 1.808 3.186  0.12
H14 4.123 -3.005 0.087  0.09
C10 -2.988 4.025 -3.721  -0.04
H15 -4.248 -0.698 1.594  -0.01
C11 4.284 -4.077 4.936  0.00
C12 3.874 1.531 2.606  -0.03
H16 3.106 0.232 4.130  0.11
H17 3.387 -1.170 -3.110  0.09
C13 -2.651 1.683 5.102  -0.05
C14 -3.150 -0.848 -3.839  -0.11
H18 -4.678 -1.893 0.331  -0.01
H19 4.163 0.072 -2.129  0.11
C15 -1.917 -0.395 4.140  -0.13
C16 -0.681 0.173 3.813  -0.40
C17 -3.754 -2.002 -4.308  -0.01
H20 -1.316 -4.231 -3.586  0.14
C18 -0.843 3.116 -2.228  -0.12
H21 5.075 -4.172 5.673  0.13
C19 1.305 0.145 -5.005  -0.08
C20 3.267 -0.545 -2.219  -0.05
H22 -2.997 -4.450 0.135  0.04
C21 4.254 -4.891 3.847  -0.05
C22 1.928 -3.473 -1.948  0.00
H23 -1.946 0.812 -5.741  0.10
C23 1.410 -1.096 5.589  -0.08
C24 -2.629 2.692 -3.788  -0.09
Te1 -2.050 -2.098 0.901  1.27
H24 2.421 0.127 -2.365  0.04
H25 2.813 -0.319 -6.458  0.12
C25 3.285 -2.359 6.356  0.00
H26 -3.666 0.096 -3.950  0.07
C26 -2.484 -3.684 -0.446  -0.37
P1 0.537 -0.911 2.981  1.02
O1 -1.581 1.095 -0.083  -0.30
C27 -0.906 0.545 -5.875  -0.07
H27 -3.817 4.383 -4.319  0.13
H28 0.851 0.453 0.504  0.02
C28 3.276 -3.105 5.151  -0.15
C29 -3.089 -3.221 -4.238  -0.01
C30 -1.242 -2.132 -3.130  -0.17
H29 3.026 -5.595 2.221  0.09
C31 -4.113 -1.713 1.237  -0.39
C32 -1.409 5.630 1.575  -0.02
H30 2.823 -3.481 -2.562  0.13
P2 -0.778 0.593 -3.110  1.13
H31 4.053 -2.577 7.090  0.13
H32 -2.565 5.952 -2.868  0.13
C33 1.766 -0.088 -6.296  -0.04
C34 -3.611 4.616 0.962  -0.64
C35 -1.521 3.374 0.740  -0.19
C36 3.685 2.072 1.337  -0.05
I2 0.387 -4.354 2.124  0.98
C37 1.683 0.805 1.149  -0.17
H33 -3.409 2.267 5.611  0.12
H34 1.601 4.172 1.184  0.11
C38 4.307 -2.286 -0.720  -0.03
I3 -4.672 0.963 -1.048  1.16
C39 0.897 -0.016 -7.371  -0.04
O2 0.772 -3.332 -2.839  0.09
C40 2.330 -1.423 6.604  -0.04
C41 -0.435 1.496 4.168  -0.09
C42 0.521 4.293 1.180  -0.09
H35 -2.092 -1.450 3.954  0.08
C43 -2.899 0.356 4.775  -0.06
N2 0.520 -1.634 -1.430  -0.02
H36 1.254 -0.211 -8.376  0.12
C44 0.057 -2.320 -2.454  -0.35
H37 4.610 -2.839 -1.616  0.09
H38 2.423 2.101 -0.404  0.12
H39 4.408 2.767 0.925  0.12
C45 -2.202 4.556 1.108  -0.20
H40 -3.545 -4.121 -4.633  0.13
C46 -1.204 4.453 -2.165  -0.05
H41 0.745 -0.262 5.763  0.11
C47 -2.263 2.264 0.243  -0.28
C48 3.139 -4.837 2.987  -0.17
H42 -3.213 2.032 -4.416  0.09
C49 -3.616 2.412 0.012  -0.58
H43 1.831 -4.429 -1.443  0.14
Ti1 -0.638 -0.182 -0.646  0.77
H44 -3.843 -0.103 5.044  0.12
H45 2.992 -0.745 -0.122  0.10
C50 -0.055 5.502 1.612  -0.01
C51 2.951 0.639 3.138  -0.04
H46 5.026 -5.633 3.679  0.12
C52 -0.036 0.439 -4.789  -0.31
H47 1.692 -2.624 0.023  0.08
C53 -1.884 -0.880 -3.264  -0.30
C54 1.820 0.264 2.409  -0.35
C55 -4.294 3.579 0.395  -0.21
H48 -3.118 -3.331 -1.251  0.01
C56 1.835 -2.278 -0.995  -0.23
C57 2.173 -3.889 3.166  -0.60
H49 -0.641 5.137 -1.538  0.12
H50 0.005 2.774 -1.654  0.08

Which of these has the lowest molecular weight?
C57H50F6IN2O5P2RbS2

Among the records above, which one has the lowest energy above the lowest of the compared OMol25 structures with the same formula, charge and spin?
C57H50F6IN2O5P2RbS2

Which formula does entry 2 have?
C57H50I3N2O2P2TeTi